No. 1
# C3H10N2O

A molecular structure, C3H10N2O at a distorted geometry (wB97M-V/def2-TZVPD, the Open Molecules 2025 dataset).

The geometry in XYZ format:
```
16
Properties=species:S:1:pos:R:3:forces:R:3
H -0.31061 -0.57784 -1.16533 1.477 2.748 -2.068
N 0.82207 -0.63725 -0.50253 -2.748 -3.111 0.112
C 0.91807 0.46001 0.41590 -0.313 0.884 2.344
H 0.59322 1.05025 -1.85793 -1.687 2.173 0.471
H 1.82754 1.08423 0.32726 -0.124 -0.782 -0.672
H -0.18334 2.34852 0.71457 -0.291 -1.984 -1.242
N -0.18371 1.62043 -1.39788 0.921 -1.589 0.668
C -0.26576 1.34728 0.08917 -1.185 2.249 0.406
C -0.46704 -1.39181 -0.36574 -2.947 -1.013 6.418
H -0.44243 -2.38917 -0.79963 0.289 0.253 -0.694
H 0.95034 0.11407 1.55074 -0.595 0.319 -2.273
O -1.53075 -1.16212 0.44354 4.958 -0.871 -3.607
H 0.31074 -2.43268 1.77531 0.618 0.097 -0.257
H -0.21239 -2.65282 2.22307 -0.435 -0.244 0.463
H -1.22176 0.76007 0.34035 1.417 1.479 -0.219
H -0.60418 2.45884 -1.79086 0.645 -0.608 0.150
```
Positions in Å, forces in eV/Å.

Output
Maximum force   0.13875 Eh/bohr
Net charge   0
Kohn-Sham gap   8.17 eV
Relative energy (zero: lowest compared OMol25 entry of this formula, charge and spin)   647.27 kJ/mol
Multiplicity   1

Here are the Löwdin charges for atoms 1 to 2, given in e: number 1, H, carries 0.14; number 2, N, carries 0.06



No. 2
# C5H11NO

A molecular structure, C5H11NO (wB97M-V/def2-TZVPD, the Open Molecules 2025 dataset).

The geometry in XYZ format:
```
18
Properties=species:S:1:pos:R:3:forces:R:3
H -1.31370 -0.94658 -0.36382 0.114 0.006 0.101
N -0.70945 -1.14428 0.41751 0.081 0.080 -0.129
H -0.02823 0.65818 -1.49114 -0.012 -0.067 -0.096
H 2.04591 2.14034 -1.01860 -0.040 -0.118 0.114
H -1.12509 1.48020 -0.11881 0.046 -0.019 -0.164
H -0.63165 2.35911 -1.60941 -0.003 -0.174 0.053
H -0.21659 -2.41642 1.95617 -0.135 -0.017 -0.069
O 1.45077 -1.03867 1.14773 -0.230 0.086 -0.164
H -1.09015 -3.21528 0.63238 0.012 0.120 0.092
C 1.75925 1.47762 -0.19732 -0.002 0.043 -0.037
C 1.00466 0.27841 -0.66780 -0.004 0.125 0.143
H -1.96798 -2.15030 1.76651 0.135 -0.029 -0.088
H -1.76945 0.96247 -1.71616 0.151 0.036 0.064
C -0.91788 1.39636 -1.18325 -0.116 0.153 0.157
C 0.56896 -0.65256 0.37945 0.073 -0.033 0.039
C -1.02427 -2.29962 1.23265 -0.017 -0.126 0.123
H 2.67571 1.05006 0.22620 -0.079 0.029 -0.055
H 1.28918 2.06097 0.60771 0.026 -0.097 -0.085
```
Positions in Å, forces in eV/Å.

Output
Maximum force   0.00574 Eh/bohr
Net charge   0
Kohn-Sham gap   8.66 eV
Relative energy (zero: lowest compared OMol25 entry of this formula, charge and spin)   404.09 kJ/mol
Multiplicity   1

Here are the Löwdin charges for atoms 1 to 2, given in e: number 1, H, carries 0.11; number 2, N, carries -0.01



No. 3
# C2H6N2O2

2 unconnected molecules or ions with the total composition C2H6N2O2 at a distorted geometry (wB97M-V/def2-TZVPD, the Open Molecules 2025 dataset).

The geometry in XYZ format:
```
12
Properties=species:S:1:pos:R:3:forces:R:3
H 2.61508 0.31695 -1.10079 0.082 -0.006 0.143
C 2.67586 -0.12068 -0.08998 0.809 1.210 -0.323
C -2.47095 0.41811 0.09942 -0.491 0.427 0.002
N -0.23153 0.47871 0.19791 3.879 -0.578 0.365
O 1.65461 -0.93041 0.20544 -3.299 0.538 0.212
O -1.20424 -1.48742 -0.23392 0.295 -1.371 -0.264
H 2.84270 0.66723 0.66261 0.055 -0.019 -0.142
H -2.69178 0.84883 -0.87453 0.130 -0.090 0.010
H 3.58423 -0.75365 -0.08385 -0.092 -0.086 0.034
N -1.13889 -0.30134 0.01031 -1.655 0.068 -0.007
H -2.42247 1.19897 0.85292 0.054 -0.037 -0.049
H -3.21263 -0.33530 0.35446 0.231 -0.055 0.019
```
Positions in Å, forces in eV/Å.

Output
Maximum force   0.07659 Eh/bohr
Net charge   0
Kohn-Sham gap (spin up / spin down)   7.10 / 7.12 eV
Relative energy (zero: lowest compared OMol25 entry of this formula, charge and spin)   823.22 kJ/mol
Multiplicity   1

Here are the Löwdin charges for atoms 1 to 2, given in e: number 1, H, carries 0.08; number 2, C, carries -0.28



No. 4
# H4O2

2 unconnected molecules or ions with the total composition H4O2 at a distorted geometry (wB97M-V/def2-TZVPD, the Open Molecules 2025 dataset).

The geometry in XYZ format:
```
6
Properties=species:S:1:pos:R:3:forces:R:3
H 0.83489 0.31579 1.50431 0.555 0.952 0.595
H -0.44378 0.15886 -0.54689 0.181 0.077 -0.310
H -0.12788 -0.86438 1.56070 1.112 0.894 -1.293
O -0.74149 0.43862 -1.42859 0.327 -0.037 -0.522
O 0.46375 -0.33873 0.93803 -1.612 -1.952 0.947
H 0.01450 0.28984 -2.02756 -0.564 0.065 0.583
```
Positions in Å, forces in eV/Å.

Output
Maximum force   0.05256 Eh/bohr
Net charge   0
Kohn-Sham gap   11.30 eV
Relative energy (zero: lowest compared OMol25 entry of this formula, charge and spin)   9.45 kJ/mol
Multiplicity   1

Here are the Löwdin charges for atoms 1 to 2, given in e: number 1, H, carries 0.03; number 2, H, carries -0.03